Here is C50H47AsN3O4PbSSi as an isolated structure in a non-equilibrium geometry from the Open Molecules 2025 dataset. Energies are from ωB97M-V with the def2-TZVPD basis set.

Output
Max |F|: 0.0264 Eh/bohr
E: -5515.06141 Ha
2S+1: 1
Total charge: -1

Geometry (Å):
H: 0.09498 2.84039 2.71121
C: -0.50435 -6.98017 2.69945
H: -0.79595 8.74222 -1.29558
O: 1.08472 -1.49969 -2.65811
H: 0.92235 -0.88416 4.46429
H: -4.41787 -2.22559 4.31150
C: 4.04985 2.19030 -3.31474
H: -0.45590 1.46444 -3.70281
C: 3.12257 3.55929 4.03471
C: 4.04918 1.56549 -2.07443
C: 0.33555 5.10773 -0.48108
H: -2.29300 -0.74443 -4.47721
C: -3.79774 1.21628 -1.11652
H: 1.53421 -4.29487 2.91230
C: 3.15289 3.77079 1.63912
C: -5.47239 2.93199 -0.85140
C: -1.01244 5.42258 -0.65253
N: 1.21061 -1.42230 -1.43218
C: -3.47751 -2.62426 0.64616
H: -5.23843 1.77467 -2.63395
C: 3.77187 -5.72820 -1.02787
C: -2.70290 0.26358 -4.47040
H: 3.07376 1.39149 -0.17370
H: 3.63356 3.61354 4.98931
C: 1.26370 6.14210 -0.60699
H: -6.30901 3.49991 -1.24022
Si: 0.81991 3.31231 -0.06774
H: -2.73450 1.83495 -3.14099
H: -4.60107 -4.44608 0.63060
H: 4.81398 1.94851 -4.04422
H: -3.60696 2.59447 1.94619
H: 1.24339 2.94739 4.88164
C: 3.55211 -5.99618 -2.37243
H: -2.22367 0.84455 -5.25557
H: 4.79456 0.81165 -1.84841
H: -0.14141 -2.17754 2.63757
C: -4.62450 -3.45496 2.55715
C: 0.44149 -6.10126 3.20507
H: 2.35956 -5.56590 -4.10007
O: -0.47473 2.42276 -0.00166
Pb: -1.39660 0.33889 1.08129
C: 0.86427 -1.78568 2.52416
H: -3.77680 0.22885 -4.64404
C: 2.11097 3.44977 -2.66051
H: -1.81373 -7.41162 1.05485
H: 4.49620 -0.57460 2.11544
C: 2.51220 -5.37163 -3.04557
C: -3.37121 -1.40944 2.62178
H: -2.47783 6.94008 -1.06814
C: 1.87763 -4.23750 -1.02351
C: 1.54965 -2.04527 1.34311
C: 1.47484 -1.09091 3.55582
C: -4.27622 -3.59523 1.21332
C: 2.10646 2.85618 -1.39797
H: -0.73179 1.36031 -1.94816
C: -4.86455 1.96182 -1.62805
H: 4.19602 -6.69548 -2.89265
C: -0.71157 -5.59561 0.74958
S: -2.74440 -0.01124 3.42835
C: 3.80664 3.84913 2.86140
C: -4.17614 -2.36395 3.26686
C: 3.08661 1.89651 -1.13305
C: -0.48304 7.73025 -1.06560
N: -3.04060 -1.56353 1.32508
H: -0.79511 -7.85316 3.27159
C: -3.17275 0.18573 -2.03152
C: -1.42426 6.71738 -0.94183
H: 2.32052 5.92904 -0.47550
H: 1.35172 4.19014 -2.89737
H: -1.16980 -5.37778 -0.20974
N: -2.41267 0.86606 -3.15395
H: -3.94484 -0.43060 -2.49243
C: 0.22253 -4.69047 1.25105
H: 3.04346 3.58920 -4.59266
H: 3.27361 -0.13004 4.21579
As: 0.64230 -3.15748 0.02606
O: -0.84478 -2.80682 -0.56961
H: 4.85276 4.13027 2.90388
C: 0.80067 -4.96765 2.48642
H: -5.23795 -4.20875 3.03642
H: 0.90372 -6.29549 4.16591
H: 0.87007 -3.98333 -2.88629
H: -3.13615 -2.69785 -0.37885
H: -0.55117 -0.12293 -2.91472
C: 1.80721 3.41076 1.55529
C: -5.00856 3.15081 0.43969
C: -3.30690 1.41736 0.17839
C: 1.14306 3.12193 2.74840
C: -0.94422 0.89271 -2.91312
C: 3.47497 -0.91725 2.23084
C: -3.94997 2.40505 0.93394
H: 3.70585 3.98583 0.73031
H: -1.74566 4.62836 -0.54274
H: 3.38447 -1.79421 0.26877
H: 3.09411 -4.64268 0.69512
O: 0.98220 -0.34222 -0.88051
C: 0.86444 7.43966 -0.89435
H: -5.48454 3.90147 1.06070
H: 4.58759 -6.21114 -0.50397
C: -1.07780 -6.72748 1.46094
H: -2.48318 -0.46177 -1.49088
C: 3.06687 3.12198 -3.61423
C: 1.78774 3.18688 3.97509
C: 1.67480 -4.49233 -2.37235
C: 2.93470 -4.85105 -0.35705
C: 2.85451 -1.60302 1.19619
C: 2.78656 -0.66175 3.40938
H: 1.60245 8.22879 -0.98575

Atomic forces in eV per Å
H 0.017 -0.020 0.006
C 0.026 -0.007 0.043
H -0.002 0.001 0.016
O 0.252 -0.051 -0.319
H 0.007 0.000 -0.019
H 0.003 0.010 0.002
C 0.008 -0.017 -0.008
H -0.116 0.017 -0.030
C 0.052 -0.046 0.025
C 0.012 -0.012 0.022
C 0.020 -0.095 0.042
H -0.023 -0.002 0.049
C 0.188 -0.064 0.048
H 0.036 0.055 -0.010
C 0.031 0.043 -0.043
C -0.060 0.038 -0.077
C -0.099 -0.089 0.029
N -0.380 0.340 0.068
C -0.027 -0.053 0.013
H -0.018 -0.041 0.007
C 0.006 0.013 -0.030
C -0.043 -0.084 -0.229
H 0.076 -0.040 -0.001
H -0.013 0.001 -0.006
C -0.002 0.021 0.016
H 0.015 0.005 -0.009
Si 0.392 0.399 -0.260
H -0.090 -0.016 -0.030
H 0.002 0.001 -0.007
H -0.038 -0.034 -0.025
H -0.052 0.001 0.010
H 0.029 0.010 0.006
C 0.054 -0.039 -0.025
H 0.051 0.038 0.067
H 0.004 0.013 0.012
H -0.055 0.137 0.118
C 0.051 0.027 -0.084
C -0.007 -0.052 0.018
H -0.042 -0.003 0.008
O -0.388 -0.320 0.194
Pb 0.641 0.401 -0.731
C -0.087 -0.296 -0.152
H 0.007 0.037 0.076
C -0.080 0.029 0.029
H -0.005 0.020 -0.009
H -0.013 0.004 -0.010
C 0.046 -0.023 0.039
C -0.017 -0.139 -0.250
H -0.002 -0.017 0.004
C 0.157 0.093 0.085
C -0.030 -0.136 0.020
C 0.013 0.077 0.007
C -0.038 -0.011 0.006
C -0.078 0.024 0.160
H -0.118 0.024 0.058
C -0.023 0.021 -0.012
H 0.000 0.029 -0.021
C -0.095 0.132 -0.100
S -0.186 0.249 0.621
C 0.000 0.010 0.039
C 0.004 -0.073 0.010
C -0.072 -0.027 -0.012
C -0.036 -0.001 -0.016
N -0.329 -0.198 0.215
H 0.011 -0.013 -0.024
C -0.241 0.103 0.490
C 0.033 0.083 -0.033
H 0.001 0.019 -0.009
H 0.054 0.021 -0.019
H -0.034 -0.043 0.028
N -0.026 0.037 -0.083
H 0.069 -0.021 -0.077
C -0.157 0.052 -0.061
H 0.024 0.038 0.025
H 0.008 0.072 0.001
As 0.592 -0.916 0.808
O -0.400 0.185 -0.285
H -0.002 0.004 -0.025
C 0.057 0.079 -0.066
H -0.010 0.028 0.044
H -0.022 0.016 0.006
H 0.017 -0.016 -0.014
H 0.020 -0.036 0.034
H -0.049 -0.030 0.008
C -0.187 -0.165 -0.054
C 0.003 0.009 0.018
C -0.067 -0.126 -0.180
C -0.040 -0.023 -0.013
C 0.549 0.075 0.281
C 0.014 0.014 -0.019
C 0.098 -0.030 0.009
H 0.008 -0.011 0.006
H 0.020 -0.001 0.002
H -0.008 0.044 0.008
H 0.020 -0.079 0.012
O 0.209 0.199 -0.187
C 0.049 0.041 -0.019
H 0.023 0.004 0.005
H -0.001 0.019 0.011
C 0.005 -0.009 0.007
H 0.104 -0.056 -0.166
C -0.001 -0.020 -0.063
C -0.048 0.015 0.066
C -0.190 0.146 0.002
C -0.051 0.076 0.027
C 0.050 -0.095 -0.183
C -0.039 0.005 0.014
H 0.001 -0.009 -0.001

Results of the Löwdin charge analysis, in e, for atoms 1 through 99: 0.09, -0.11, 0.09, -0.10, 0.11, 0.09, -0.11, 0.11, -0.11, -0.09, -0.22, 0.11, -0.27, 0.10, -0.10, -0.11, -0.09, -0.38, -0.16, 0.10, -0.09, -0.01, 0.10, 0.09, -0.10, 0.09, 0.40, 0.17, 0.09, 0.09, 0.07, 0.10, -0.11, 0.10, 0.10, 0.10, -0.09, -0.10, 0.10, -0.49, 1.19, -0.18, 0.10, -0.11, 0.09, 0.10, -0.09, -0.81, 0.09, -0.28, -0.32, -0.08, -0.08, -0.21, 0.07, -0.08, 0.09, -0.10, 0.47, -0.10, -0.12, -0.11, -0.12, -0.09, 0.09, -0.08, -0.10, 0.10, 0.10, 0.10, -0.17, 0.13, -0.26, 0.09, 0.10, 1.13, -0.48, 0.09, -0.11, 0.10, 0.10, 0.09, 0.09, 0.07, -0.20, -0.10, -0.24, -0.09, 0.00, -0.08, -0.14, 0.10, 0.09, 0.11, 0.10, -0.17, -0.11, 0.10, 0.10

Here is C50H47ClN5P2S2ScSi as an isolated structure in a non-equilibrium geometry from the Open Molecules 2025 dataset. Energies are from ωB97M-V with the def2-TZVPD basis set.

Output
Max |F|: 0.0241 Eh/bohr
E: -5197.02233 Ha
2S+1: 1
Total charge: -2

Geometry (Å):
C: -2.91999 2.01249 0.57111
Si: -2.08967 -1.41560 -2.75244
H: 5.29981 1.35144 2.80649
C: -2.29921 -0.81049 1.41281
H: -2.25972 -2.92710 -0.75760
C: 4.74418 3.15434 -0.55721
C: 1.61175 -4.18266 -3.09466
H: -3.56309 2.14854 -2.75095
S: 0.21649 2.83751 1.29400
H: -3.41991 -3.34840 -2.01706
H: -1.44720 -2.75119 3.53545
C: -0.99022 -1.37955 1.88077
C: 3.96658 1.57033 1.11937
N: 1.16414 6.37742 -2.35043
C: 0.86630 -6.84988 -2.79663
H: 6.64263 4.08267 -0.17422
H: 0.59099 -7.89435 -2.69805
C: -1.48080 -2.62884 -4.07069
C: 2.07598 1.06532 6.15045
P: 2.44665 0.60368 1.55191
Sc: 0.20704 0.51311 -0.24545
H: 4.56977 3.67970 -1.48811
H: -7.47788 1.59531 2.23340
H: -4.09972 -1.11913 -4.20936
Cl: 1.56829 -7.49953 -5.36122
C: 0.69177 -2.38924 2.96594
H: -3.76184 -1.99348 -0.94006
C: 2.62966 -1.25383 1.62301
N: -0.84254 -0.49611 -1.99244
C: -0.72076 -2.25891 2.90555
C: 1.72663 -5.04592 -4.15750
H: 6.96658 2.90227 1.97202
H: 4.09624 0.33992 6.23059
C: -4.20489 0.83448 2.70455
H: 4.26883 0.00617 3.81391
N: 0.18084 -0.95500 1.30656
H: 3.62156 0.02120 -4.55243
C: 0.97792 5.75910 -1.39246
H: 0.32448 -6.35964 -0.79468
H: -2.77480 3.72398 1.85322
C: 1.47466 0.21360 -4.74758
C: 2.31086 0.78604 3.37816
C: 0.75712 5.05068 -0.18591
C: -3.20609 4.29913 -0.16582
H: -5.28301 1.83192 1.14009
C: -4.32442 0.20792 3.94842
S: 0.37220 2.77217 -1.62269
H: 4.28941 -1.36410 -2.15564
C: -2.96511 3.38533 0.84168
C: 1.11277 1.20304 3.95129
H: -2.31442 -3.22303 -4.45221
C: 5.12409 1.82364 1.85258
C: 3.25735 0.59572 5.59390
H: 2.88909 2.10275 -0.66094
C: -2.96488 -2.51221 -1.48111
H: 1.21254 -2.67688 -0.86378
H: 3.68308 -0.34959 -0.84157
H: -2.33881 -0.83455 0.31912
C: 0.27337 -0.22386 -2.71038
P: -2.49185 0.97206 2.02915
C: -3.41297 3.85398 -1.46790
C: 1.35773 -6.38406 -4.01632
C: 2.66568 0.01261 -4.04795
C: 2.60472 -0.17479 -2.68206
C: -3.40697 2.49954 -1.73909
H: -3.56938 4.56572 -2.26849
H: 0.05300 1.65642 5.75480
H: -4.15187 0.05709 -2.89975
C: 0.99559 1.33789 5.32702
C: 0.86080 5.82155 0.99709
H: -5.63423 -0.41286 5.52858
H: -1.00898 -2.13913 -4.92293
C: 0.28144 0.09303 -4.08992
C: -6.69898 0.56533 3.94358
H: 0.59223 -4.04152 0.21245
H: -3.12728 -1.39128 1.81257
C: 1.09046 -4.59752 -1.81279
H: -3.17934 0.52391 -0.96501
C: -5.55833 0.06966 4.56131
C: 0.72681 -5.99117 -1.73258
H: -3.10699 0.33541 -4.29312
C: 5.89726 3.38035 0.17816
C: 6.07644 2.71664 1.38232
C: 0.96742 -3.72622 -0.75432
H: -3.42764 -0.17423 4.42599
C: 3.36371 0.43600 4.22163
N: 0.95671 6.50538 1.92316
H: 2.09791 -4.69438 -5.11400
C: -3.15979 1.57741 -0.72554
H: 1.99919 1.20125 7.22255
N: 1.44570 -0.23494 -2.00825
H: 1.49659 0.45702 -5.80325
H: 3.31250 -1.59322 2.40018
C: 3.87630 -0.38384 -1.90814
H: 2.92558 -1.67218 0.65840
C: -5.35451 1.33566 2.09908
C: 1.20551 -1.58866 1.97324
H: -3.19414 5.35979 0.05215
H: -0.66383 0.26304 -4.58525
H: -7.66679 0.46079 4.41902
H: -0.74623 -3.31497 -3.64314
C: 0.47878 3.68581 -0.17085
C: -6.59171 1.19919 2.71523
H: 1.91630 -3.14552 -3.20575
H: 4.61699 0.37487 -2.16046
C: 3.79644 2.26086 -0.08746
C: -3.48921 -0.43395 -3.61701
H: 1.25937 -3.00268 3.64889
H: 0.26118 1.41103 3.31972

Atomic forces in eV per Å
C 0.219 -0.112 0.032
Si -0.801 -0.916 -0.226
H -0.028 -0.013 0.003
C 0.560 0.446 0.081
H 0.075 -0.006 -0.047
C 0.088 0.009 -0.061
C -0.001 -0.079 -0.054
H 0.007 0.030 0.038
S -0.088 -0.122 -0.180
H -0.020 0.005 -0.036
H -0.028 -0.006 -0.028
C -0.187 -0.105 0.045
C -0.325 0.113 -0.267
N -0.012 -0.044 0.050
C 0.010 0.164 0.000
H -0.002 0.008 0.008
H -0.012 -0.006 0.007
C 0.258 0.358 0.215
C 0.016 -0.020 0.002
P 0.602 -0.542 0.042
Sc 0.402 0.313 -0.440
H -0.022 -0.001 0.008
H 0.008 -0.013 -0.019
H 0.046 -0.098 0.013
Cl -0.005 -0.123 -0.161
C 0.149 0.061 -0.073
H -0.004 -0.030 0.009
C -0.040 0.228 -0.174
N 0.555 0.675 0.547
C -0.119 0.091 -0.069
C -0.043 -0.065 0.131
H -0.004 -0.013 0.005
H -0.005 -0.005 -0.002
C 0.045 -0.038 0.225
H 0.009 0.019 -0.005
N -0.367 0.076 0.010
H 0.031 0.035 0.051
C 0.051 0.142 -0.336
H 0.015 -0.029 -0.001
H 0.071 0.063 -0.019
C 0.025 -0.090 0.076
C -0.322 0.257 -0.077
C -0.010 -0.314 -0.046
C 0.006 0.013 0.041
H -0.034 0.003 0.012
C -0.010 0.002 -0.086
S 0.069 -0.215 -0.104
H -0.035 -0.033 0.044
C 0.082 -0.052 -0.077
C 0.073 0.010 -0.037
H -0.106 0.056 0.103
C 0.027 -0.051 0.021
C 0.025 -0.047 0.033
H -0.006 0.099 -0.027
C 0.045 0.310 -0.005
H 0.026 0.005 -0.062
H 0.068 -0.030 0.003
H -0.151 -0.074 0.108
C -0.070 -0.316 -0.259
P -0.698 -0.135 0.021
C -0.060 -0.023 0.001
C 0.035 -0.014 -0.052
C -0.134 0.039 0.014
C 0.430 0.075 0.116
C 0.021 0.014 -0.120
H 0.019 0.012 0.001
H -0.001 0.031 -0.031
H 0.002 -0.038 -0.054
C -0.031 0.003 0.052
C 0.006 0.201 0.326
H 0.019 -0.027 -0.015
H 0.018 -0.020 -0.050
C 0.016 0.114 0.025
C -0.039 0.020 0.002
H -0.037 -0.047 -0.024
H -0.076 -0.021 -0.135
C 0.107 0.240 0.250
H 0.057 -0.025 0.044
C -0.027 -0.043 0.057
C -0.004 -0.096 -0.105
H 0.013 -0.001 -0.020
C -0.068 0.009 -0.014
C 0.117 -0.042 0.043
C -0.053 0.039 0.030
H -0.028 0.009 0.064
C -0.024 -0.016 -0.011
N -0.033 -0.076 -0.028
H 0.048 0.011 0.013
C -0.100 0.072 0.106
H -0.032 -0.027 0.000
N -0.372 0.005 -0.152
H -0.017 -0.031 -0.010
H 0.019 -0.059 -0.031
C -0.111 -0.001 -0.055
H -0.035 -0.051 0.029
C 0.010 -0.054 0.031
C 0.124 -0.241 0.161
H -0.020 -0.004 0.015
H 0.002 -0.042 -0.035
H 0.007 0.007 0.014
H 0.031 -0.030 0.013
C -0.114 0.234 0.086
C -0.039 0.003 0.027
H -0.032 0.009 -0.063
H 0.015 0.001 0.033
C -0.002 -0.061 0.145
C 0.274 0.122 0.254
H 0.035 -0.002 -0.022
H -0.049 -0.028 0.067

Results of the Löwdin charge analysis, in e, for atoms 1 through 99: -0.45, 0.42, 0.08, -0.26, 0.03, -0.07, -0.11, 0.09, 0.59, 0.03, 0.09, -0.41, -0.32, 0.12, -0.18, 0.10, 0.08, -0.15, -0.10, 1.04, 0.71, 0.11, 0.10, 0.02, 0.50, -0.06, 0.02, -0.24, -0.10, -0.06, -0.17, 0.09, 0.09, -0.36, 0.09, -0.07, 0.11, -0.29, 0.09, 0.10, -0.06, -0.33, -0.40, -0.08, 0.10, -0.12, 0.61, 0.09, -0.15, -0.11, 0.03, -0.08, -0.10, 0.04, -0.17, 0.00, 0.03, 0.02, -0.52, 1.08, -0.08, -0.74, -0.05, -0.33, -0.09, 0.10, 0.10, 0.00, -0.07, -0.28, 0.09, 0.02, -0.06, -0.11, 0.02, 0.09, -0.38, 0.06, -0.10, -0.10, 0.02, -0.09, -0.10, -0.06, 0.10, -0.11, 0.12, 0.09, -0.11, 0.09, 0.05, 0.11, 0.08, -0.02, 0.06, -0.08, -0.43, 0.11, 0.10